Density functional theory data (ωB97M-V/def2-TZVPD) for C30H43AsCoN3 as an isolated structure at a distorted geometry.

The geometry in ORCA input format:
```
! wB97M-V def2-TZVPD RIJCOSX def2/J DEFGRID3
* xyz -1 2
Co 0.279 -0.693 -0.376
C 1.805 -1.266 2.292
N 1.651 -0.094 1.438
C 2.958 0.538 1.206
C 0.714 0.863 2.001
C 0.724 1.206 3.354
C -0.196 2.105 3.865
C -1.143 2.682 3.029
C -1.153 2.368 1.670
C -0.212 1.489 1.128
N -0.156 1.129 -0.192
C -0.214 1.964 -1.245
C -0.245 3.368 -1.150
C -0.307 4.160 -2.287
C -0.315 3.581 -3.547
C -0.210 2.203 -3.670
C -0.129 1.393 -2.540
N 0.063 -0.046 -2.623
C 1.309 -0.382 -3.304
C -1.054 -0.663 -3.328
H 2.321 -1.050 3.240
H 2.378 -2.030 1.761
H 0.813 -1.664 2.517
H 3.262 1.136 2.081
H 2.072 2.098 0.049
H 3.698 -0.258 1.075
H 1.451 0.762 4.019
H -0.180 2.349 4.920
H -1.884 3.359 3.434
H -1.916 2.791 1.031
H -0.199 3.822 -0.170
H -0.346 5.239 -2.179
H -0.384 4.205 -4.429
H -0.179 1.771 -4.663
H 1.319 -0.056 -4.356
H 1.454 -1.464 -3.279
H 2.141 0.099 -2.794
H -1.049 -0.427 -4.400
H -1.984 -0.296 -2.902
H -1.017 -1.747 -3.211
C -1.981 -3.726 -0.851
As -1.494 -2.142 0.216
C -3.072 -1.047 -0.190
C -2.202 -2.809 2.054
C -3.415 -3.626 1.939
C -4.707 -3.050 1.859
C -5.813 -3.818 1.604
C -5.703 -5.205 1.429
C -4.440 -5.798 1.571
C -3.331 -5.033 1.820
H -2.974 -4.062 -0.554
H -1.270 -4.537 -0.685
H -1.989 -3.489 -1.914
H -3.905 -1.678 -0.500
H -2.847 -0.320 -0.965
H -3.355 -0.490 0.702
H -2.366 -1.880 2.610
H -1.385 -3.363 2.525
H -4.814 -1.984 2.014
H -6.788 -3.349 1.532
H -6.575 -5.806 1.212
H -4.347 -6.876 1.477
H -2.359 -5.503 1.923
C 4.155 3.503 0.423
C 4.151 2.218 -0.410
C 5.444 1.428 -0.185
C 4.056 2.584 -1.896
C 2.902 1.399 -0.049
H 5.027 4.119 0.207
H 4.148 3.274 1.485
H 3.267 4.092 0.197
H 6.300 1.952 -0.613
H 5.374 0.452 -0.661
H 5.632 1.284 0.877
H 4.864 3.257 -2.178
H 3.108 3.075 -2.108
H 4.126 1.692 -2.516
H 2.641 0.719 -0.865
*
```

Computed properties:
Lowest unoccupied orbital energy (alpha / beta) = 2.74 / 2.78 eV
HOMO-LUMO gap (alpha / beta) = 5.540 / 3.449 eV
Maximum force = 2.75 eV Å⁻¹

Density functional theory data (ωB97M-V/def2-TZVPD) for C30H43Br51N3 as an isolated structure at a distorted geometry.

The geometry in ORCA input format:
```
! wB97M-V def2-TZVPD RIJCOSX def2/J DEFGRID3
* xyz 1 1
C 2.057 3.669 2.324
C 1.194 2.826 2.205
C 0.100 1.696 2.007
C -1.175 2.245 1.192
C -1.666 1.107 0.183
C -3.109 1.437 -0.424
C -3.659 0.178 -1.221
C -4.544 -0.798 -0.345
N -4.009 -1.005 1.019
N -0.644 1.038 -0.894
C 0.775 0.957 -0.359
N 1.503 0.074 -1.298
C 2.937 -0.128 -0.926
C 3.270 -1.693 -0.790
C 2.271 -2.456 0.180
C 0.830 0.521 1.160
H 3.039 4.199 2.258
H -0.232 1.305 3.016
H -0.849 3.131 0.569
H -2.010 2.605 1.849
H -1.806 0.118 0.724
H -3.010 2.296 -1.146
H -3.852 1.687 0.382
H -2.817 -0.367 -1.761
H -4.332 0.571 -2.048
H -5.571 -0.337 -0.253
H -4.550 -1.804 -0.862
H -4.446 -1.785 1.509
H -3.997 -0.143 1.575
H -0.694 1.870 -1.497
H -0.813 0.220 -1.507
H 1.162 2.028 -0.403
H 1.529 0.608 -2.182
H 3.563 0.217 -1.809
H 3.289 0.473 -0.048
H 4.320 -1.805 -0.387
H 3.153 -2.151 -1.819
H 2.103 -1.938 1.163
H 2.764 -3.449 0.432
H 1.314 -2.720 -0.362
H 0.259 -0.441 1.279
H 1.871 0.389 1.559
C -5.267 -4.929 0.617
Br -3.459 -5.300 1.191
Br -6.178 -3.737 1.844
Br -5.322 -4.274 -1.203
H -5.808 -5.870 0.630
C 6.122 0.782 1.354
Br 4.585 1.912 1.679
Br 6.847 1.062 -0.418
Br 7.465 0.983 2.728
H 5.775 -0.247 1.398
C 5.229 4.129 -3.082
Br 6.252 5.058 -1.730
Br 6.347 2.998 -4.181
Br 3.751 3.140 -2.314
H 4.802 4.886 -3.734
C 6.863 1.418 6.885
Br 5.369 1.627 5.665
Br 8.201 2.793 6.594
Br 6.281 1.345 8.738
H 7.318 0.473 6.653
C -7.020 1.032 3.049
Br -7.508 -0.794 3.470
Br -5.100 1.234 2.869
Br -7.965 1.691 1.497
H -7.326 1.648 3.893
C 5.776 3.748 -8.173
Br 7.657 3.456 -7.829
Br 4.698 2.229 -7.634
Br 5.145 5.396 -7.376
H 5.663 3.851 -9.248
C -7.678 -7.550 -1.616
Br -5.871 -7.948 -1.049
Br -8.569 -6.357 -0.377
Br -7.733 -6.877 -3.428
H -8.228 -8.486 -1.608
C -12.267 -5.050 0.341
Br -12.881 -3.741 -0.945
Br -10.985 -4.293 1.579
Br -13.739 -5.900 1.263
H -11.749 -5.825 -0.217
C -8.677 -5.890 -7.347
Br -6.778 -6.189 -7.116
Br -9.725 -7.345 -6.621
Br -9.228 -4.181 -6.626
H -8.868 -5.862 -8.415
C -10.665 1.858 5.011
Br -12.071 1.881 6.338
Br -10.898 3.253 3.690
Br -8.908 1.926 5.827
H -10.736 0.909 4.488
C -0.890 -4.082 4.623
Br -2.081 -4.669 6.028
Br -0.615 -5.460 3.292
Br -1.485 -2.422 3.820
H 0.074 -3.887 5.083
C 1.476 1.385 7.469
Br 2.371 3.061 7.828
Br 1.084 1.174 5.583
Br 2.465 -0.123 8.170
H 0.525 1.412 7.991
C 10.077 -0.991 7.935
Br 8.526 0.138 8.258
Br 10.818 -0.705 6.166
Br 11.418 -0.787 9.317
H 9.736 -2.021 7.974
C 9.272 5.883 -11.373
Br 7.554 5.097 -11.802
Br 9.375 6.410 -9.515
Br 10.737 4.724 -11.874
H 9.365 6.788 -11.967
C 9.896 0.237 -2.825
Br 10.827 1.899 -2.486
Br 9.471 0.022 -4.702
Br 10.865 -1.286 -2.129
H 8.953 0.286 -2.289
C 2.645 -1.243 -6.290
Br 0.893 -1.972 -6.667
Br 2.795 -0.650 -4.451
Br 4.056 -2.478 -6.759
H 2.767 -0.366 -6.918
C -2.272 6.131 2.285
Br -0.588 5.184 2.145
Br -2.724 7.043 0.638
Br -3.701 4.964 2.876
H -2.148 6.894 3.047
*
```

Computed properties:
Lowest unoccupied orbital energy = -2.38 eV
HOMO-LUMO gap = 8.617 eV
Maximum force = 6.07 eV Å⁻¹

Density functional theory data (ωB97M-V/def2-TZVPD) for C30H43BrEuIN8O5S as an isolated structure at a distorted geometry.

The geometry in ORCA input format:
```
! wB97M-V def2-TZVPD RIJCOSX def2/J DEFGRID3
* xyz 1 8
Eu 0.505 19.101 15.432
N 0.738 20.729 17.561
C 0.267 20.087 18.830
C 0.967 18.757 19.092
N 0.990 17.860 17.921
C 2.266 17.133 17.800
C 3.462 18.017 17.530
N 3.323 18.819 16.305
C -0.027 16.816 18.062
C -1.452 17.248 17.901
N -1.660 17.781 16.558
H 1.764 20.778 17.564
H 0.376 21.679 17.490
H -0.815 19.916 18.693
H 0.406 20.744 19.697
H 0.443 18.252 19.938
H 2.006 18.949 19.404
H 2.192 16.414 16.963
H 2.463 16.578 18.735
H 4.366 17.370 17.541
H 3.616 18.692 18.396
H 3.466 18.226 15.468
H 3.962 19.617 16.244
H 0.037 16.315 19.050
H 0.216 16.069 17.303
H -1.755 17.939 18.702
H -2.073 16.352 18.058
H -2.558 18.275 16.444
H -1.672 16.992 15.911
O 1.901 17.727 14.052
C 2.334 17.755 12.864
C 2.946 18.936 12.311
C 3.916 18.821 11.296
C 4.614 19.964 10.852
C 4.247 21.231 11.328
C 3.268 21.343 12.301
C 2.555 20.233 12.814
O 1.597 20.406 13.673
N 5.664 19.714 9.878
O 5.802 18.509 9.493
O 6.394 20.643 9.424
H 2.256 16.813 12.248
H 4.160 17.850 10.854
H 4.790 22.110 10.947
H 2.918 22.354 12.584
C -0.946 10.277 16.089
C -1.162 11.616 16.797
C -0.671 12.828 15.968
N -1.554 13.114 14.850
C -1.556 14.288 14.204
S -0.330 15.426 14.299
N -2.654 14.583 13.378
C -3.426 13.695 12.539
O -3.599 13.965 11.385
C -4.104 12.580 13.246
C -4.761 12.703 14.490
C -5.309 11.586 15.116
C -5.253 10.346 14.496
C -4.716 10.243 13.210
C -4.171 11.354 12.589
H -1.188 9.405 16.726
H 0.080 10.213 15.767
H -1.597 10.206 15.209
H -0.586 11.658 17.730
H -2.202 11.759 17.073
H 0.347 12.653 15.591
H -0.609 13.708 16.602
H -2.395 12.541 14.750
H -2.404 15.400 12.825
H -4.877 13.693 14.944
H -5.788 11.674 16.101
H -5.677 9.459 14.977
H -4.713 9.281 12.695
H -3.770 11.252 11.570
N -1.026 18.780 13.217
H -1.972 19.147 13.084
H -1.053 17.792 12.934
H -0.452 19.227 12.486
Br -4.059 24.123 15.822
C -2.987 24.093 14.241
C -3.120 25.102 13.284
C -2.421 25.033 12.088
C -1.467 24.046 11.913
C -1.270 23.087 12.892
C -2.066 23.076 14.018
I -2.014 21.439 15.388
H -3.848 25.898 13.540
H -2.610 25.769 11.302
H -0.887 24.053 10.994
H -0.492 22.335 12.779
*
```

Computed properties:
Lowest unoccupied orbital energy (alpha / beta) = -2.43 / -2.42 eV
HOMO-LUMO gap (alpha / beta) = 6.810 / 7.949 eV
Maximum force = 3.45 eV Å⁻¹